(1)
The following is a quantum chemistry calculation of C4H9N3O as an isolated structure, from the OMol25 dataset.

Properties
Frontier orbital gap (hartree): 0.346
F_max (eV/Å): 0.446
E_HOMO (eV): -8.489
Electronic energy (hartree): -397.18910
2S+1: 1
Charge: 0
ΔE to the lowest compared entry with this formula, charge and spin (kcal per mole): 101.4

Last column: Löwdin charge in e.
Cartesian coordinates (Å):
C  1.38  1.32  0.85  -0.016
C  -0.74  0.04  1.46  -0.024
C  -0.60  0.22  -1.51  -0.454
C  0.10  0.69  0.40  -0.414
N  0.26  -2.05  -0.50  0.080
O  0.50  -0.66  -0.71  -0.181
N  -0.52  1.24  -0.71  0.113
N  -1.10  -0.36  -2.51  0.121
H  1.03  -2.50  -0.98  0.090
H  -0.58  -2.24  -1.04  0.076
H  -1.91  0.12  -2.88  0.059
H  1.13  2.27  1.32  0.098
H  1.90  0.70  1.59  0.088
H  -1.62  -0.44  1.03  0.089
H  -0.17  -0.69  2.03  0.086
H  -1.08  0.83  2.14  0.098
H  2.02  1.51  0.00  0.090

***

(2)
The following is a quantum chemistry calculation of C4H9N3O2 as an isolated structure, from the OMol25 dataset.

Properties
Frontier orbital gap (spin up / spin down) (hartree): 0.279 / 0.279
F_max (eV/Å): 0.631
E_HOMO (spin up / spin down) (eV): -8.154 / -8.155
Electronic energy (hartree): -472.38356
2S+1: 1
Charge: 0
ΔE to the lowest compared entry with this formula, charge and spin (kcal per mole): 131.8

Last column: Löwdin charge in e.
Cartesian coordinates (Å):
C  1.55  1.40  -0.92  -0.057
C  1.19  0.04  -0.45  -0.260
C  1.88  -1.08  -0.55  0.015
N  0.06  0.23  1.13  0.026
O  0.04  1.25  1.74  0.073
H  1.43  2.14  -0.12  0.076
H  2.59  1.41  -1.23  0.089
H  0.92  1.70  -1.75  0.087
H  1.54  -2.03  -0.16  0.052
H  2.84  -1.07  -1.04  0.064
C  -1.29  -0.30  0.32  -0.716
N  -2.38  0.51  0.75  0.116
N  -1.58  -1.67  0.55  0.132
O  -0.65  -0.04  -0.81  -0.037
H  -2.21  1.49  0.55  0.084
H  -3.23  0.21  0.30  0.090
H  -1.83  -1.89  1.50  0.089
H  -0.86  -2.28  0.18  0.077

***

(3)
The following is a quantum chemistry calculation of the molecule C4H9N3OS2 in a non-equilibrium geometry, from the OMol25 dataset.

Properties
Frontier orbital gap (hartree): 0.333
F_max (eV/Å): 3.490
E_HOMO (eV): -8.532
Electronic energy (hartree): -1193.59414
2S+1: 1
Charge: 0
ΔE to the lowest compared entry with this formula, charge and spin (kcal per mole): 32.5

Last column: Löwdin charge in e.
Cartesian coordinates (Å):
C  0.24  0.92  -0.41  -0.711
C  -1.80  2.06  -0.83  -0.319
C  -2.23  1.12  0.26  -0.429
C  1.37  -2.67  0.76  -0.243
N  1.43  0.63  -0.77  -0.185
N  -0.61  1.56  -1.36  -0.013
N  2.18  -2.09  -0.31  -0.162
O  1.68  -0.01  1.69  -0.641
S  -0.65  0.60  1.02  1.021
S  2.46  -0.13  0.44  0.956
H  -2.53  2.07  -1.65  0.130
H  -1.73  3.00  -0.36  0.097
H  -2.75  1.61  1.19  0.103
H  -3.00  0.36  -0.08  0.097
H  1.85  -3.41  1.38  0.072
H  0.71  -1.95  1.16  0.002
H  0.54  -3.31  0.36  0.082
H  -0.27  2.10  -2.12  0.126
H  3.11  -2.45  -0.36  0.017